A cluster of 2 separate species, C24H46BFN3O3S in total in a non-equilibrium geometry, computed with the ωB97M-V functional and the def2-TZVPD basis.

XYZ file:
```
79
Properties=species:S:1:pos:R:3:mulliken_charge:R:1
C 3.736 2.214 1.729 -0.79
C 2.238 2.530 2.246 -0.51
C 1.330 1.207 2.339 -0.24
C 0.058 1.451 3.304 -0.72
C -1.120 2.253 2.501 -0.66
C -2.557 1.608 2.828 -0.55
C -3.187 0.952 1.477 -0.53
C -2.859 -0.646 1.405 -0.76
C -1.603 -0.911 0.433 0.08
C -1.716 -2.367 -0.247 -0.73
C -0.683 -3.387 0.446 -0.70
C 0.388 -3.894 -0.649 -0.50
C 1.869 -3.286 -0.423 -0.95
C 2.037 -1.824 -1.121 0.23
C 1.815 -1.882 -2.705 -0.59
C 3.039 -1.255 -3.557 0.37
N 4.280 -0.981 -2.956 -0.53
N 5.230 -0.469 -3.735 0.38
B 6.557 -0.151 -3.019 0.32
O 7.804 -0.391 -3.672 -0.48
O 6.411 0.405 -1.699 -0.44
C 5.234 -0.171 -5.132 -0.03
C 3.916 -0.471 -5.936 0.00
S 3.842 -0.167 -7.757 -0.22
C 2.708 -1.036 -5.097 0.17
C 1.298 -1.348 -5.759 -0.66
C 0.773 0.046 -6.420 -0.27
F 1.295 1.207 -5.707 -0.30
H 4.325 1.713 2.571 0.29
H 3.632 1.552 0.795 0.02
H 4.207 3.193 1.371 0.34
H 2.357 3.014 3.288 0.30
H 1.706 3.326 1.599 0.29
H 1.923 0.313 2.740 0.30
H 0.955 0.959 1.282 -0.02
H 0.427 2.165 4.132 0.41
H -0.340 0.479 3.779 0.35
H -1.036 3.346 2.825 0.41
H -0.862 2.208 1.391 0.29
H -2.537 0.805 3.644 0.36
H -3.240 2.463 3.196 0.11
H -4.339 1.036 1.612 0.21
H -2.830 1.489 0.530 0.37
H -2.526 -0.976 2.462 0.24
H -3.794 -1.251 1.140 0.44
H -1.454 -0.118 -0.373 0.38
H -0.661 -0.888 1.103 -0.39
H -2.795 -2.745 -0.110 0.45
H -1.550 -2.265 -1.371 0.27
H -0.196 -2.997 1.402 0.38
H -1.301 -4.312 0.758 0.33
H 0.501 -5.036 -0.508 0.33
H 0.016 -3.754 -1.726 0.28
H 2.702 -4.013 -0.712 0.29
H 1.968 -3.112 0.712 0.39
H 3.048 -1.427 -0.780 0.27
H 1.240 -1.164 -0.619 -0.32
H 1.688 -2.979 -2.997 0.41
H 0.825 -1.339 -2.923 0.28
H 8.264 0.485 -3.685 0.35
H 5.551 0.893 -1.632 0.36
H 6.140 0.266 -5.663 0.41
H 3.864 -1.400 -8.424 0.23
H 0.485 -1.669 -5.033 0.19
H 1.438 -2.073 -6.639 0.42
H 1.107 0.169 -7.500 0.30
H -0.360 0.127 -6.356 0.33
C -7.591 3.087 4.436 -1.38
C -6.497 2.122 4.067 0.85
O -6.061 2.037 2.926 -0.59
N -5.989 1.327 5.048 -0.11
C -6.364 1.274 6.445 -0.92
H -7.891 3.649 3.551 0.31
H -8.461 2.543 4.811 0.37
H -7.232 3.793 5.188 0.36
H -5.260 0.707 4.724 0.18
H -5.481 1.500 7.046 0.29
H -6.700 0.260 6.672 0.30
H -7.156 1.980 6.686 0.35
```

The HOMO energy is -0.3950 Eh. The calculation puts the gap between HOMO and LUMO at 5.7054 eV. The charge is +1. For the electronic energy, the calculation gives -1854.57680 hartree.